56
Properties=species:S:1:pos:R:3:forces:R:3:nbo_charge:R:1 method="wB97M-V/def2-TZVPD" energy_ev=-995567.567 lumo_energy_ev=0.01 smiles=BrCCBr.BrCCBr.BrCCBr.BrCCBr.BrCCBr.BrCCBr.BrCCBr gap_ev=10.1 homo_ev=-10.1
Br -1.72231 3.49011 -4.04306 -0.6 0.1 0.1 -0.019
C -3.24640 2.25244 -4.01106 0.9 -0.8 0.4 -0.437
C -2.78600 0.96439 -3.30113 0.0 0.7 0.8 -0.457
Br -1.39197 -0.02652 -4.24395 -0.2 0.2 0.0 -0.019
H -3.47932 2.08971 -5.04866 -0.1 -0.2 -0.3 0.226
H -4.13900 2.66376 -3.52638 0.5 0.2 0.2 0.235
H -3.62720 0.28068 -3.19168 0.1 0.0 0.0 0.226
H -2.35278 1.18601 -2.28876 -0.6 -0.2 -1.0 0.243
Br 1.17846 -2.56010 6.65823 -0.1 0.1 -0.3 -0.034
C 1.05791 -2.81596 4.70173 0.4 -0.8 0.6 -0.423
C 2.20240 -2.07960 4.05777 -0.5 0.1 0.0 -0.451
Br 2.00983 -2.22531 2.10989 -0.1 0.3 0.2 -0.017
H 0.06905 -2.49032 4.39411 0.1 0.1 0.0 0.233
H 1.17821 -3.89014 4.60143 -0.3 0.0 -0.2 0.226
H 3.17727 -2.53642 4.23271 -0.3 0.3 0.4 0.233
H 2.10556 -1.04369 4.40428 0.6 -0.1 -0.6 0.230
Br -2.76443 -4.12725 0.33646 -0.5 0.4 0.1 -0.026
C -4.18349 -2.75298 0.33622 0.0 -0.2 0.7 -0.421
C -5.50745 -3.35070 -0.04319 0.9 1.0 0.1 -0.446
Br -6.75714 -1.89805 -0.05889 -0.5 0.4 -0.1 -0.001
H -3.87968 -2.00019 -0.36593 0.2 0.1 -0.3 0.216
H -4.28418 -2.29433 1.32778 0.5 -0.3 -0.2 0.230
H -5.84486 -4.02233 0.69375 -0.4 -1.0 0.6 0.225
H -5.44377 -3.74241 -1.02158 -0.3 -0.7 -0.9 0.224
Br 1.84584 2.32076 -5.99109 0.3 -0.1 1.0 -0.073
C 2.16405 2.37072 -3.95730 -2.3 -2.8 -1.8 -0.400
C 2.73640 3.62473 -3.69877 1.8 2.8 1.7 -0.381
Br 2.96612 3.73952 -1.64652 -0.3 0.1 -1.2 -0.090
H 2.77840 1.50081 -3.72182 -0.2 0.2 -0.1 0.239
H 1.13047 2.27186 -3.60384 0.4 -0.2 0.1 0.242
H 2.19287 4.49422 -4.04983 -0.3 0.0 0.4 0.236
H 3.74750 3.71675 -4.04800 0.5 0.0 -0.1 0.225
Br 5.25336 3.36188 5.79099 0.2 0.1 0.0 -0.011
C 3.42936 2.77888 5.47701 0.5 0.1 0.3 -0.444
C 3.32497 2.25442 4.07665 -0.9 0.6 0.8 -0.421
Br 1.41066 1.91789 3.83629 0.1 -0.2 -0.3 -0.034
H 2.79558 3.62581 5.64004 -0.2 0.5 0.0 0.227
H 3.22314 2.06001 6.25540 -0.1 -0.4 -0.1 0.229
H 3.86002 1.34020 3.99173 0.3 -0.7 -0.5 0.227
H 3.60411 3.01356 3.36103 0.1 -0.1 -0.2 0.235
Br -2.21660 -0.10411 0.34690 0.6 0.4 0.3 -0.057
C -0.66789 0.82271 1.18279 -1.0 0.1 0.9 -0.429
C -0.16353 1.95638 0.33234 -0.2 0.0 -0.3 -0.459
Br -1.40649 3.45590 0.21512 -0.1 0.0 0.3 -0.018
H 0.04313 0.01374 1.38435 0.1 0.4 -0.3 0.251
H -1.06759 1.21811 2.14152 0.3 -0.4 -0.6 0.228
H -0.11893 1.65355 -0.70670 0.7 -0.1 -0.1 0.233
H 0.75944 2.39166 0.73089 -0.1 -0.4 -0.3 0.248
Br 0.04525 -4.99654 -3.41308 -0.4 -0.2 0.1 -0.005
C 0.24450 -3.45893 -2.25616 0.1 0.8 0.1 -0.451
C 1.48027 -2.73758 -2.79685 -1.1 -1.1 1.7 -0.440
Br 1.77215 -1.27356 -1.56340 0.3 0.4 -0.2 -0.018
H 0.31895 -3.76222 -1.20341 0.2 -0.2 -0.5 0.231
H -0.59355 -2.76850 -2.31668 -0.4 -0.4 -0.3 0.231
H 1.27071 -2.41111 -3.78729 0.3 0.5 -0.7 0.229
H 2.26858 -3.46229 -2.71242 0.8 0.3 -0.3 0.226